Run P
Molecular formula: C5H13N3O2
Method: DFT, ωB97M-V with the def2-TZVPD basis set

Properties
Lowest unoccupied orbital energy (spin up / spin down) in eV: 0.3 / 0.3
HOMO energy (spin up / spin down) in eV: -7.944 / -7.943
Frontier orbital gap (spin up / spin down) in eV: 8.28 / 8.28

Structure (XYZ):
```
23
Properties=species:S:1:pos:R:3:nbo_charge:R:1
H -2.548 0.577 1.413 0.20
H -2.923 0.123 -0.269 0.23
O -0.572 0.803 -1.994 -0.72
N -0.934 -0.233 0.330 -0.24
H 1.319 -0.754 2.115 0.17
C -1.113 -1.521 0.982 -0.45
C -2.162 0.552 0.391 -0.43
H 1.838 1.789 -1.375 0.19
N 1.227 -0.101 -0.769 -0.63
H -0.340 1.570 -1.451 0.47
H 1.622 -0.992 -0.483 0.37
H -1.198 -1.382 2.066 0.20
C 1.039 0.291 1.966 -0.24
H 2.341 0.473 -2.454 0.20
H -0.282 -2.186 0.752 0.22
H -1.973 1.573 0.064 0.22
O -0.334 -1.441 -1.907 -0.72
N 0.383 0.743 0.967 -0.18
H -2.025 -2.014 0.636 0.24
C 2.198 0.762 -1.409 -0.41
H 3.152 0.693 -0.883 0.20
H 1.439 1.038 2.654 0.21
C -0.154 -0.362 -1.344 0.88
```


Run Q
Molecular formula: C5H13N3O2
Method: DFT, ωB97M-V with the def2-TZVPD basis set

Properties
Lowest unoccupied orbital energy in eV: 0.0
HOMO energy in eV: -7.804
Frontier orbital gap in eV: 7.85

Structure (XYZ):
```
23
Properties=species:S:1:pos:R:3:nbo_charge:R:1
C 1.058 -1.707 2.893 -0.74
N -1.209 1.585 0.159 -0.77
O 0.237 0.426 2.118 -0.84
C -0.912 1.666 -1.105 0.67
N -1.480 2.618 -1.929 -0.82
C 0.480 -0.320 -0.836 -0.23
H -0.272 -0.663 -0.122 0.24
C -0.105 -0.766 2.461 0.78
H -0.640 1.088 0.920 0.48
H 1.730 -2.074 2.141 0.20
H -2.293 3.161 -1.706 0.41
H 0.167 -1.691 -2.546 0.20
H 0.944 -2.364 -1.163 0.24
H 1.870 -1.346 -2.273 0.21
H 0.007 0.642 -2.663 0.41
N -0.086 0.782 -1.673 -0.57
C 0.918 -1.461 -1.779 -0.63
O -1.233 -1.240 2.520 -0.72
H -1.753 2.304 0.617 0.41
H 1.596 -1.087 3.646 0.22
H 0.632 -2.561 3.422 0.21
H 1.352 0.103 -0.336 0.23
H -1.008 2.906 -2.766 0.40
```


Stability order, top to bottom: run Q, run P


Run P
Molecular formula: C39H53N4NaO3PSSi
Method: DFT, ωB97M-V with the def2-TZVPD basis set

Properties
Net charge: -1
Lowest unoccupied orbital energy in eV: 1.3
HOMO energy in eV: -2.117
Frontier orbital gap in eV: 3.37

Structure (XYZ):
```
103
Properties=species:S:1:pos:R:3:lowdin_charge:R:1
H 2.753 2.665 -4.979 0.09
H -2.263 2.212 1.067 0.02
C 2.516 3.541 -4.374 -0.05
H 4.477 0.034 -0.446 0.10
C -0.671 1.994 -3.912 -0.11
C -1.032 1.527 -5.162 -0.09
H 0.879 4.854 -2.646 0.08
C -0.350 -5.181 -4.019 -0.03
C 3.292 2.999 -0.677 -0.12
H -3.939 -3.134 -3.027 0.07
P 0.941 2.128 -1.629 1.12
C -0.177 -3.707 0.796 -0.64
H 2.801 2.621 0.213 0.09
H 2.331 -0.151 -2.255 0.06
H -0.104 -5.877 0.890 0.08
C -1.490 2.247 0.318 -0.08
H -6.233 -3.477 -0.126 0.08
H -2.161 -3.650 1.598 0.07
H -0.358 6.865 -1.993 0.07
H 1.571 -0.544 -5.728 0.11
H -4.966 -3.727 1.090 0.08
H -1.213 0.469 3.675 0.11
C 2.577 2.959 -1.875 -0.30
N 0.583 0.093 2.651 0.13
H 0.470 -1.978 -3.030 0.03
C -1.120 3.433 -0.244 -0.37
C 0.129 4.781 -1.871 -0.14
C -0.614 -3.739 -3.555 -0.66
N 1.615 -0.969 4.306 0.11
H 0.406 -5.189 -0.662 0.08
C -4.228 -3.575 -0.940 -0.66
H -5.234 -5.370 -1.654 0.08
H 6.240 4.237 -1.747 0.09
H 1.156 -3.448 -2.349 0.08
C 4.917 -0.921 1.484 -0.08
H -1.998 6.747 -0.138 0.08
C 3.190 3.456 -3.035 -0.27
C -1.484 5.847 -0.455 -0.15
H -1.301 -5.213 -0.236 0.07
C -5.222 -3.208 0.169 -0.03
H 0.048 -0.846 5.759 0.10
Si -1.659 -2.650 -1.271 -0.17
H -0.967 -4.375 2.703 0.08
C 1.256 -3.490 1.294 -0.02
C -1.741 4.661 0.163 -0.09
H -0.725 -2.886 -5.539 0.08
H -0.484 0.249 -6.796 0.09
C -1.352 -2.967 -4.655 -0.05
C -1.146 -3.585 1.977 -0.01
N 2.906 -0.105 0.953 0.14
H -1.312 2.680 -3.376 0.11
H 0.236 -5.185 -4.937 0.08
H 1.438 3.588 -4.271 0.06
Na 0.348 0.070 0.133 0.14
H -1.589 -1.970 -4.288 0.02
H -2.278 -3.475 -4.923 0.08
C 4.172 -0.300 0.526 -0.13
H 4.996 4.232 -3.865 0.11
C -0.118 3.551 -1.281 -0.35
H 3.335 0.872 -3.274 0.07
O -2.955 -3.254 -0.456 -0.16
C -0.214 0.625 -5.818 -0.10
H 2.939 -0.770 -3.804 0.08
C 5.212 3.901 -1.769 -0.10
H -2.460 4.613 0.972 0.09
H 2.860 4.426 -4.908 0.08
C 0.948 0.177 -5.212 -0.07
H -1.952 1.865 -5.621 0.10
C 1.711 -0.503 3.013 -0.30
H 2.300 -1.489 4.826 0.15
C 1.322 0.633 -3.958 -0.32
H 1.558 -4.295 1.961 0.08
H -5.169 -2.138 0.351 0.09
H 0.182 -5.736 -3.249 0.07
H -3.483 -5.320 -1.937 0.07
C -4.584 -2.813 -2.215 -0.05
H 5.943 -1.229 1.503 0.10
C 0.513 1.579 -3.315 -0.36
H -4.109 -5.652 -0.314 0.08
H -1.201 1.309 -0.128 -0.08
H -4.422 -1.750 -2.065 0.05
H 1.309 -2.545 1.828 0.05
H 4.315 -1.569 3.417 0.15
N 4.073 -1.115 2.554 0.11
H -1.299 -5.682 -4.205 0.08
C 2.854 -0.587 2.189 -0.29
C 4.509 3.895 -2.958 -0.07
C -0.554 5.923 -1.500 -0.16
O -1.423 -3.829 -2.412 -0.16
C -0.238 0.030 3.721 -0.12
C -0.300 -5.093 0.160 -0.02
H 1.943 -3.437 0.452 0.09
C -4.273 -5.084 -1.229 -0.03
H -1.026 -2.617 2.462 0.07
C 4.586 3.472 -0.610 -0.10
S -1.726 -0.739 -1.965 0.42
H 1.388 -3.085 -4.074 0.08
C 0.363 -0.621 4.760 -0.08
O -0.444 -2.692 -0.136 -0.17
H -5.624 -2.996 -2.478 0.08
H 5.115 3.480 0.334 0.09
C 0.697 -3.021 -3.237 -0.05
C 2.556 0.110 -3.290 -0.06
```


Run Q
Molecular formula: C39H53N4NaO3PSSi
Method: DFT, ωB97M-V with the def2-TZVPD basis set

Properties
Net charge: -1
Lowest unoccupied orbital energy in eV: 1.6
HOMO energy in eV: -2.531
Frontier orbital gap in eV: 4.12

Structure (XYZ):
```
103
Properties=species:S:1:pos:R:3:lowdin_charge:R:1
O 3.000 -3.427 -1.627 -0.16
C -5.716 0.930 1.162 -0.04
H -2.984 3.660 5.235 0.08
C 0.168 -4.307 -0.294 -0.63
H -3.806 1.389 5.907 0.07
O 0.502 -2.982 -0.723 -0.16
H 4.549 -1.300 -2.114 0.04
S 1.916 -0.474 -1.775 0.36
H -2.515 -5.285 4.630 0.09
N 3.433 0.444 2.458 0.11
Na -0.130 -0.079 0.065 0.15
C 5.082 -2.237 -1.957 -0.05
C 2.331 0.714 1.709 -0.28
H -0.683 -3.595 4.605 0.10
H 4.361 -5.156 -0.258 0.08
H 2.006 -4.599 0.794 0.06
H -6.940 0.329 -1.117 0.10
H -1.643 -5.271 0.399 0.09
H 5.949 -4.390 -0.467 0.08
C 2.866 -2.755 -4.746 -0.05
H -5.109 -2.896 0.722 0.08
H 3.070 4.642 -0.535 0.10
P -2.683 -0.522 1.489 1.11
H 0.184 -6.346 -0.967 0.09
C -3.528 -1.390 -0.938 -0.12
C 1.315 3.260 -0.536 -0.12
C 0.491 -5.368 -1.344 -0.04
C -3.485 1.583 4.892 -0.15
C 1.355 -2.914 -4.602 -0.66
H 1.391 -5.050 -4.892 0.08
C -5.227 -2.819 1.803 -0.03
C -2.607 -4.380 4.042 -0.10
H -5.937 -3.581 2.126 0.07
C -5.978 -0.168 -1.060 -0.06
C -1.329 -4.311 -0.018 -0.02
N 1.100 2.084 0.124 0.10
C -2.421 2.434 0.861 -0.08
H 3.591 -1.543 0.233 0.04
H 3.207 -1.879 -4.193 0.06
C -2.671 2.123 2.179 -0.39
H -3.738 -0.431 4.246 0.09
N 3.089 2.859 0.665 0.10
H -0.442 -1.805 -5.035 0.09
H -3.978 -2.216 -2.865 0.10
C -3.450 0.574 3.951 -0.15
H 5.249 -2.717 -2.923 0.08
C -2.616 3.118 3.225 -0.09
H 5.047 -4.976 -1.880 0.08
H -2.583 1.732 0.053 0.00
C 0.935 -4.595 0.993 -0.02
H -2.083 3.426 0.589 0.02
H 3.370 -3.640 -4.354 0.08
H 1.134 -4.125 -6.388 0.08
H -5.094 1.823 1.242 0.08
H 3.537 -3.137 0.999 0.07
C -3.022 2.860 4.501 -0.15
N 1.397 -0.185 1.905 0.13
H 1.358 -1.933 3.140 0.09
C 0.897 -4.177 -5.323 -0.04
C 4.953 -4.502 -0.901 -0.03
O 0.972 -3.070 -3.247 -0.16
H -1.882 -4.137 -0.943 0.09
Si 1.633 -2.492 -1.846 -0.17
C -4.329 -1.595 -2.051 -0.09
C 0.636 -1.685 -5.152 -0.04
H -0.182 -4.301 -5.209 0.08
C 2.173 1.866 0.836 -0.30
H -2.547 -1.852 -0.901 0.08
C 2.543 3.759 -0.222 -0.09
C -3.921 -2.994 2.531 -0.25
C -5.567 -0.977 -2.109 -0.10
C 4.266 -3.147 -1.042 -0.66
H -2.274 4.113 2.956 0.09
C -3.753 -4.145 3.304 -0.06
C -1.727 -2.310 3.244 -0.13
H 3.995 2.934 1.087 0.14
H 4.303 0.944 2.456 0.15
H 3.135 -2.636 -5.799 0.09
C 1.916 -1.074 2.809 -0.12
H -1.584 -3.530 0.696 0.06
H -6.208 -1.110 -2.973 0.09
H -0.042 -5.161 -2.271 0.08
H -5.661 -1.842 2.010 0.07
H 0.576 3.672 -1.200 0.11
H 3.901 -1.149 3.824 0.11
H 5.095 -2.326 0.780 0.09
C -1.586 -3.441 4.026 -0.10
H -0.929 -1.575 3.207 0.08
H 0.862 -1.537 -6.212 0.08
C 4.113 -2.496 0.331 -0.05
H -4.559 -4.871 3.328 0.10
C -3.948 -0.613 0.144 -0.33
H 0.648 -5.566 1.403 0.09
C -2.875 -2.063 2.482 -0.32
H -6.741 1.232 0.938 0.07
C -3.024 0.793 2.640 -0.38
H 0.949 -0.805 -4.590 0.05
H -5.699 0.452 2.141 0.07
H 6.056 -2.025 -1.506 0.08
C -5.195 0.030 0.075 -0.27
H 0.710 -3.826 1.734 0.07
H 1.559 -5.394 -1.561 0.08
C 3.175 -0.706 3.168 -0.09
```


Stability order, top to bottom: run Q, run P


Run P
Molecular formula: C4H7NS3
Method: DFT, ωB97M-V with the def2-TZVPD basis set

Properties
Lowest unoccupied orbital energy in eV: 0.4
HOMO energy in eV: -8.243
SMILES string: CC1=NSCSCS1
Frontier orbital gap in eV: 8.66

Structure (XYZ):
```
15
Properties=species:S:1:pos:R:3:nbo_charge:R:1
H -0.809 -1.891 -1.004 0.22
H 2.706 -1.156 0.081 0.28
C -0.808 1.629 1.895 -0.66
H -0.848 0.884 2.669 0.23
C 1.634 -0.855 -0.200 -0.82
H -0.334 2.497 2.277 0.22
C -0.506 -1.365 -1.842 -0.72
H 1.364 -1.600 0.695 0.24
S 1.617 0.862 0.113 0.20
C -0.304 1.172 0.384 0.24
H -1.959 1.982 1.870 0.23
H -0.614 -1.916 -2.621 0.24
S -1.190 0.254 -1.992 0.46
S 1.245 -1.525 -1.828 0.26
N -1.195 1.027 -0.496 -0.62
```


Run Q
Molecular formula: C4H7NS3
Method: DFT, ωB97M-V with the def2-TZVPD basis set

Properties
Lowest unoccupied orbital energy in eV: 0.0
HOMO energy in eV: -8.289
SMILES string: C[C@H]1SCSNC1=S
Frontier orbital gap in eV: 8.27

Structure (XYZ):
```
15
Properties=species:S:1:pos:R:3:nbo_charge:R:1
S -2.880 -0.688 -0.761 -0.07
H -1.085 -2.479 0.119 0.41
H 2.831 -0.870 -0.854 0.28
S 1.045 -2.043 -0.289 0.44
C 1.929 -0.553 -0.192 -0.77
C -0.493 0.740 -0.508 -0.46
H -1.612 1.156 1.566 0.26
N -0.579 -1.689 0.015 -0.75
C -1.249 -0.575 -0.547 0.11
S 1.199 0.733 -1.215 0.25
H 0.595 1.130 1.538 0.22
H 2.167 -0.244 0.867 0.23
C -0.508 1.385 0.887 -0.63
H -0.898 1.437 -1.218 0.25
H -0.463 2.559 0.592 0.23
```


Run R
Molecular formula: C4H7NS3
Method: DFT, ωB97M-V with the def2-TZVPD basis set

Properties
Lowest unoccupied orbital energy in eV: -0.8
HOMO energy in eV: -8.365
SMILES string: S=CNCCC(=S)S
Frontier orbital gap in eV: 7.56

Structure (XYZ):
```
15
Properties=species:S:1:pos:R:3:nbo_charge:R:1
H 0.033 -0.850 -2.878 0.13
H -0.385 -0.554 1.437 0.41
C -1.491 1.176 1.577 -0.05
H -0.550 0.810 -0.880 0.21
S -0.123 -2.003 -2.155 0.15
C 0.608 -1.616 -0.621 -0.26
N -0.519 0.406 1.098 -0.58
S 0.441 -2.658 0.642 -0.01
H 0.667 1.720 -0.010 0.23
C 1.281 -0.270 -0.467 -0.50
H -2.011 0.747 2.431 0.20
H 1.759 0.040 -1.392 0.23
C 0.188 0.729 -0.109 -0.22
H 2.006 -0.319 0.371 0.25
S -1.905 2.642 0.957 -0.19
```


Stability order, top to bottom: run R, run Q, run P


Run P
Molecular formula: C16H13FN4OS2
Method: DFT, ωB97M-V with the def2-TZVPD basis set

Properties
Lowest unoccupied orbital energy in eV: 0.2
HOMO energy in eV: -8.403
SMILES string: Cc1csc(NC(=O)CSc2ccc(-c3ccc(F)cc3)nn2)n1
Frontier orbital gap in eV: 8.56

Structure (XYZ):
```
37
Properties=species:S:1:pos:R:3:nbo_charge:R:1
C 0.990 1.260 0.470 0.15
C -0.383 2.723 4.187 0.41
H -1.618 -2.022 1.775 0.24
H 3.125 1.523 0.780 0.22
H -3.489 -0.489 0.625 0.21
H -1.272 0.652 1.688 0.24
N 0.382 -3.268 -2.386 -0.64
H 0.765 -4.191 -2.213 0.42
C 2.658 0.683 -1.129 -0.22
C -1.158 1.819 3.480 -0.28
H 1.403 3.889 4.278 0.23
C -1.351 -2.125 0.744 -0.46
H -2.104 1.494 3.884 0.23
N -1.345 -1.897 -1.531 -0.48
C 0.632 -2.785 -3.652 0.68
S -0.053 -3.171 0.293 0.35
H 0.152 -1.141 -4.936 0.26
O 1.143 -3.504 -4.476 -0.58
C 1.287 2.701 2.490 -0.17
C 1.586 0.232 -1.918 0.02
F -0.827 3.179 5.374 -0.32
H 3.671 0.599 -1.490 0.23
C -0.695 1.355 2.266 -0.16
S 1.919 -0.454 -3.495 0.29
H -3.753 -0.824 -1.100 0.23
C 0.832 3.175 3.705 -0.28
C 2.350 1.199 0.103 -0.18
H 2.224 3.070 2.102 0.21
C -0.378 -2.725 -1.383 0.26
H -0.421 -0.914 -3.233 0.31
C -1.906 -1.532 -0.346 0.17
H -2.612 0.431 -0.618 0.25
N 0.332 0.319 -1.510 -0.25
C 0.352 -1.320 -3.882 -0.65
N 0.045 0.822 -0.353 -0.21
C -3.016 -0.544 -0.351 -0.64
C 0.534 1.782 1.760 -0.09
```


Run Q
Molecular formula: C16H13FN4OS2
Method: DFT, ωB97M-V with the def2-TZVPD basis set

Properties
Lowest unoccupied orbital energy in eV: 0.2
HOMO energy in eV: -8.195
SMILES string: Cc1csc(NC(=O)CSc2ccc(-c3ccc(F)cc3)nn2)n1
Frontier orbital gap in eV: 8.41

Structure (XYZ):
```
37
Properties=species:S:1:pos:R:3:nbo_charge:R:1
N -0.400 1.428 0.103 -0.26
C -3.383 -0.823 -1.444 -0.15
C -1.046 -0.042 -1.517 0.14
C 0.980 3.221 1.788 -0.63
H 0.675 4.263 1.679 0.25
C 1.039 1.094 -1.764 -0.22
H 4.992 0.517 2.669 0.23
H 4.585 0.578 0.959 0.23
H -0.909 0.700 2.973 0.42
H -3.576 -0.016 -0.755 0.24
C 1.042 0.354 2.560 0.28
C 3.104 -0.316 2.180 0.15
N 2.238 0.731 2.285 -0.52
C 0.121 0.213 -2.271 -0.18
H 0.276 -0.258 -3.229 0.22
H 5.073 -0.965 1.698 0.22
H -5.398 -1.568 -1.451 0.23
H -2.630 -3.708 -3.889 0.23
N -0.044 1.161 2.718 -0.64
O -1.325 2.961 2.321 -0.59
N -1.257 0.586 -0.368 -0.19
C -2.824 -2.892 -3.211 -0.28
C -4.099 -2.704 -2.710 0.41
C -1.820 -2.025 -2.825 -0.18
C 0.734 1.688 -0.526 0.02
H 3.012 -2.497 2.379 0.24
S 1.842 2.775 0.241 0.32
C 2.545 -1.534 2.394 -0.46
F -5.081 -3.546 -3.091 -0.32
H -0.820 -2.184 -3.198 0.21
S 0.855 -1.393 2.734 0.35
C -2.088 -0.978 -1.944 -0.09
C 4.529 -0.038 1.855 -0.63
H 1.743 3.122 2.560 0.26
H 1.955 1.343 -2.275 0.23
C -0.248 2.433 2.199 0.73
C -4.394 -1.681 -1.825 -0.28
```


Stability order, top to bottom: run P, run Q